one | 21
Properties=species:S:1:pos:R:3 method="wB97M-V/def2-TZVPD" gap_ev=8.3162 multiplicity=1 homo_energy_ev=-7.928
C -0.5957 1.4043 -0.5895
C 1.1030 0.5401 -0.5230
N -0.7465 2.2589 0.5457
O 1.2965 0.0172 -1.7781
O 1.9119 1.2939 0.0011
H 2.0594 0.4923 -2.1465
H 0.1538 2.6587 0.8021
H -1.0950 1.7446 1.3520
H -1.5379 0.9507 -0.8923
H -0.2905 1.9860 -1.4600
C -1.3585 -1.6746 -0.6841
N 0.7702 -0.9797 0.4545
C -0.7634 -0.8840 0.4461
N 1.3633 -0.9336 1.7450
O -1.3164 -0.6181 1.5005
H 1.1481 -1.7482 -0.1012
H 0.5789 -0.8428 2.4001
H 1.8644 -0.0428 1.7891
H -0.7877 -1.5577 -1.6053
H -2.3801 -1.3323 -0.8499
H -1.3780 -2.7332 -0.4064

two | 21
Properties=species:S:1:pos:R:3 method="wB97M-V/def2-TZVPD" gap_ev=9.7610 multiplicity=1 smiles="[H]/N=C(/N)C(=O)O.NCCO" homo_energy_ev=-9.266
H -2.6078 -1.1540 1.4789
N -2.6165 -1.3268 0.4801
C -2.0277 -0.4244 -0.1936
N -1.9433 -0.4722 -1.5440
C -1.3228 0.7875 0.3899
O -0.8099 1.6514 -0.2966
O -1.4611 0.8829 1.7096
H -2.4468 -1.1906 -2.0331
H -1.5772 0.3284 -2.0317
H -0.9503 1.6361 2.0451
N 1.8447 0.7069 -1.2425
C 1.5421 -0.5820 -0.7016
C 1.4705 -0.6395 0.9130
O 1.3502 0.6075 1.5473
H 2.7366 1.0720 -0.9091
H 1.0987 1.3712 -1.0505
H 0.5770 -0.8990 -1.0969
H 2.2988 -1.3019 -1.0215
H 2.4330 -1.0885 1.2250
H 0.6903 -1.3000 1.3091
H 1.7216 1.3349 1.0231

From most stable to least stable, the computed energies give two, one.

one | 7
Properties=species:S:1:pos:R:3 method="wB97M-V/def2-TZVPD" gap_ev=10.9029 multiplicity=1 smiles="O=CCF" homo_energy_ev=-10.109
O -1.4946 1.0908 -0.0349
C -0.3560 0.7419 0.1029
C 0.3094 -0.6497 -0.0592
F -0.5404 -1.7152 0.0542
H 0.3386 1.6077 0.2372
H 0.8041 -0.4751 -1.1054
H 0.9389 -0.6003 0.8052

two | 7
Properties=species:S:1:pos:R:3 method="wB97M-V/def2-TZVPD" gap_ev=9.4625 multiplicity=1 homo_energy_ev=-9.972
C -0.9941 1.2997 0.1976
C -0.1443 0.1821 -0.0906
O -1.6565 2.1783 -0.1256
F -0.9086 0.9251 2.5032
H -0.1392 0.1158 -1.2784
H 1.0020 0.3365 0.1471
H -0.5594 -0.6377 0.6368

From most stable to least stable, the computed energies give one, two.